No. 1
The following is a quantum chemistry calculation of a structure of composition C50H48Cl3N4O3PPbS2Se in a non-equilibrium geometry, from OMol25.

The geometry in XYZ format:
```
113
Properties=species:S:1:pos:R:3:lowdin_charge:R:1
Pb -0.03727 0.40766 0.33836 1.180
O -3.68943 -1.19107 -0.88437 0.013
C -3.07907 -0.25357 -1.39629 -0.636
O -1.80723 -0.08111 -1.42559 -0.312
C -3.81290 0.88424 -2.06410 -0.126
C -5.01798 0.69735 -2.72710 -0.021
C -5.60843 1.75554 -3.39618 -0.077
C -5.00897 3.00811 -3.37740 -0.075
C -3.82136 3.20651 -2.69333 -0.088
C -3.20982 2.14521 -2.02904 -0.260
P -1.56240 2.35478 -1.23114 1.050
C -0.62814 2.57668 -2.80054 -0.342
C -0.50300 3.82312 -3.40747 -0.101
C 0.19930 3.95935 -4.59609 -0.088
C 0.78063 2.85408 -5.19348 -0.091
C 0.65041 1.60617 -4.59985 -0.076
C -0.05039 1.46419 -3.41402 -0.099
C -1.71581 4.06557 -0.55854 -0.374
C -0.58382 4.86650 -0.39453 -0.113
C -0.66587 6.08373 0.26243 -0.093
C -1.87365 6.50884 0.79830 -0.118
C -2.99566 5.70238 0.68037 -0.088
C -2.91460 4.48660 0.01848 -0.102
H -5.47207 -0.28563 -2.72777 0.117
H -6.53543 1.60868 -3.93571 0.101
H -5.47244 3.83748 -3.89698 0.103
H -3.37052 4.18997 -2.68064 0.104
H -0.94451 4.69893 -2.95130 0.098
H 0.30062 4.93732 -5.04959 0.104
H 1.33475 2.96298 -6.11708 0.100
H 1.10469 0.73727 -5.06022 0.101
H -0.15110 0.48838 -2.95875 0.087
H 0.36579 4.53504 -0.80100 0.052
H 0.21800 6.70305 0.35743 0.106
H -1.93416 7.45824 1.31582 0.100
H -3.93983 6.02267 1.10327 0.102
H -3.79445 3.85996 -0.06052 0.105
S 2.17851 0.60659 2.33003 0.538
C 3.56570 0.61627 1.34702 -0.843
N 4.39723 1.65491 1.33355 0.040
C 5.58161 1.75739 0.48697 -0.168
C 5.46150 0.80602 -0.69120 -0.161
C 5.07494 -0.57465 -0.18886 -0.162
N 3.88287 -0.47414 0.63992 0.024
H 4.12076 2.45360 1.87612 0.113
H 6.47601 1.52922 1.07618 0.121
H 5.65587 2.78164 0.12428 0.104
H 6.40395 0.76559 -1.23529 0.121
H 4.68506 1.16856 -1.36402 0.086
H 5.89143 -1.00435 0.40174 0.124
H 4.86743 -1.24059 -1.02606 0.118
H 3.14166 -1.14803 0.54989 0.068
Se 3.06751 3.83957 -1.76840 0.606
C 2.16821 2.48514 -1.16467 -0.958
N 1.56356 1.58363 -0.72137 -0.103
C -3.52333 -0.72195 2.58994 -0.047
C -2.20513 -1.44188 2.64687 -0.331
C -1.96240 -2.38071 1.49775 -0.090
C -1.31756 -1.35147 3.64413 -0.051
C -1.39406 -0.65545 4.93190 -0.204
C -2.32714 0.32825 5.27161 -0.045
C -2.35199 0.86885 6.54810 -0.094
C -1.43305 0.47328 7.50736 -0.106
C -0.48358 -0.48650 7.18166 -0.092
C -0.46962 -1.03779 5.91367 -0.047
H -4.16444 -1.17475 1.83521 0.076
H -3.37807 0.32635 2.31197 0.085
H -4.03400 -0.75252 3.55375 0.077
H -2.14457 -1.88477 0.54263 0.034
H -2.67965 -3.20474 1.56459 0.103
H -0.95210 -2.79115 1.51655 0.036
H -0.41711 -1.95385 3.54499 0.106
H -3.05048 0.67206 4.54630 0.086
H -3.08795 1.62266 6.79993 0.102
H -1.46091 0.90024 8.50192 0.098
H 0.23989 -0.82073 7.91456 0.100
H 0.25994 -1.80170 5.67256 0.108
Cl -0.72529 5.36383 4.01855 0.640
C 0.37429 3.99068 3.80406 -1.596
Cl 1.86677 4.55167 3.03054 0.616
Cl 0.74089 3.25275 5.36987 0.634
C -0.27121 3.00172 2.94716 -0.380
N -0.78503 2.22772 2.27330 0.150
O 1.07047 -1.77225 -0.67580 -0.648
S 1.15918 -3.14857 -0.09421 0.946
C 0.07959 -4.26724 -1.10524 -0.232
C -0.30722 -3.67102 -2.41826 -0.271
C 0.53084 -3.77886 -3.52629 -0.050
C 0.17303 -3.21370 -4.73924 -0.081
C -1.03370 -2.53814 -4.85836 -0.077
C -1.88313 -2.44736 -3.76658 -0.057
C -1.52179 -3.00979 -2.55303 -0.027
C 2.78622 -3.79795 -0.68824 -0.257
C 3.01259 -5.15163 -0.08858 -0.301
C 2.97306 -6.30998 -0.85709 -0.054
C 3.11601 -7.55451 -0.26072 -0.073
C 3.30536 -7.65285 1.10867 -0.082
C 3.35415 -6.50183 1.88299 -0.071
C 3.20568 -5.26007 1.28860 -0.048
H -0.79302 -4.45257 -0.48013 0.091
H 0.64417 -5.19210 -1.20986 0.081
H 1.46391 -4.32656 -3.44978 0.097
H 0.83095 -3.30805 -5.59382 0.102
H -1.31347 -2.09267 -5.80435 0.104
H -2.83215 -1.93395 -3.85171 0.111
H -2.19481 -2.92454 -1.70961 0.103
H 3.51492 -3.07499 -0.32143 0.071
H 2.77947 -3.78986 -1.77642 0.090
H 2.84201 -6.23931 -1.93107 0.114
H 3.07668 -8.44838 -0.86921 0.106
H 3.41428 -8.62348 1.57384 0.105
H 3.50456 -6.57121 2.95228 0.107
H 3.24127 -4.35831 1.88962 0.115
```

Properties
energy relative to the best compared isomer or geometry (same formula, charge and spin) = 0.0 kJ/mol
gap between HOMO and LUMO = 7.61 eV
electronic energy = -7491.48992 Ha



No. 2
The following is a quantum chemistry calculation of the ion C50H49N2O3 with charge +1 in a non-equilibrium geometry, from OMol25.

The geometry in XYZ format:
```
104
Properties=species:S:1:pos:R:3:lowdin_charge:R:1
C 3.89297 1.05291 -5.98961 -0.037
C 3.88200 0.30469 -4.69019 -0.253
C 2.97446 -0.73610 -4.46520 0.010
C 2.85862 -1.32947 -3.19516 -0.211
C 1.99355 -2.54007 -2.97433 -0.015
C 3.55253 -0.74504 -2.12851 -0.130
N 3.32274 -1.19653 -0.78865 0.099
C 2.22282 -1.09972 0.01807 -0.068
C 0.82125 -0.74694 -0.26586 -0.166
C 0.34556 0.54805 -1.09856 -0.278
C -0.01349 -0.03615 -2.47232 -0.022
C 1.54580 1.49405 -1.19267 -0.200
C 2.28988 1.72077 -0.04462 -0.057
C 3.33171 2.65376 -0.03894 -0.065
C 3.62145 3.36714 -1.20346 -0.071
C 2.86824 3.15621 -2.35618 -0.063
C 1.81871 2.23280 -2.36015 -0.026
O -0.02496 -1.57529 0.08107 0.153
N 2.49030 -1.83735 1.13599 0.079
C 1.62347 -2.19563 2.22636 -0.140
C 1.34614 -1.27886 3.24575 -0.188
C 1.81731 0.13948 3.19346 -0.026
C 0.61389 -1.70996 4.35599 0.009
C 0.23868 -3.04568 4.50662 -0.248
C -0.48526 -3.48304 5.74666 -0.040
C 0.55631 -3.94777 3.49012 0.020
C 1.25499 -3.53993 2.34860 -0.193
C 1.57545 -4.53768 1.28612 -0.024
C 3.79873 -2.30091 1.06393 0.022
C 4.30032 -1.92893 -0.11310 0.020
C 4.64076 0.10404 -2.37751 -0.184
C 5.61850 0.49035 -1.31933 -0.029
C 4.76391 0.64871 -3.66462 0.006
H 4.85720 1.54831 -6.13981 0.084
H 3.70523 0.37881 -6.83256 0.088
H 3.11678 1.83206 -6.01172 0.090
H 2.33867 -1.09078 -5.28151 0.133
H 2.59121 -3.40839 -2.66365 0.099
H 1.22658 -2.36959 -2.20871 0.063
H 1.48263 -2.79318 -3.91250 0.099
H -0.53006 0.68513 -3.12426 0.109
H 0.88952 -0.34152 -3.00080 0.056
H -0.64119 -0.92584 -2.33341 0.099
H 2.00036 1.20955 0.87777 0.090
H 3.92233 2.78846 0.87063 0.119
H 4.45602 4.06510 -1.21828 0.114
H 3.11320 3.67939 -3.28442 0.117
H 1.19486 2.09622 -3.24557 0.125
H 1.88307 0.53633 4.21678 0.096
H 2.80880 0.23950 2.73549 0.083
H 1.10342 0.78486 2.65817 0.083
H 0.36002 -0.98885 5.13731 0.130
H -0.36784 -4.55911 5.91045 0.084
H -0.09672 -2.95040 6.62369 0.087
H -1.55848 -3.26615 5.68263 0.092
H 0.26379 -4.99683 3.58030 0.127
H 1.09664 -5.48646 1.55667 0.089
H 1.17901 -4.23789 0.30700 0.089
H 2.65115 -4.73688 1.18774 0.082
H 4.22223 -2.91341 1.83813 0.151
H 5.25432 -2.13532 -0.56711 0.142
H 6.29367 1.24935 -1.73253 0.094
H 5.13805 0.93343 -0.43980 0.072
H 6.24082 -0.35358 -0.99496 0.080
H 5.55219 1.38181 -3.85246 0.129
C -2.91139 6.73062 2.34566 -0.061
O -1.68581 6.45581 1.62661 -0.085
C -1.45930 5.16428 1.26284 -0.272
C -0.35594 4.91400 0.42383 0.013
C -0.15377 3.64924 -0.08336 -0.035
C -0.94484 2.53099 0.25837 -0.121
C -0.90874 1.22981 -0.60995 -0.142
C -1.99553 0.21914 -0.21199 -0.204
C -2.82483 -0.30035 -1.20992 -0.027
C -3.80881 -1.23842 -0.93158 0.024
C -4.05028 -1.59056 0.39938 -0.251
O -5.04460 -2.53245 0.69481 -0.003
C -6.38221 -2.14799 0.57450 -0.251
C -7.27791 -3.12326 0.12243 -0.011
C -8.62397 -2.79374 -0.00753 -0.081
C -9.08164 -1.52318 0.36068 -0.094
C -8.17863 -0.57364 0.84865 -0.080
C -6.81456 -0.87216 0.95371 -0.012
C -3.25716 -1.06223 1.42776 0.020
C -2.20075 -0.20644 1.10428 -0.059
C -2.03541 2.81559 1.10406 -0.032
C -2.29383 4.08201 1.61773 -0.009
H -2.89978 7.81025 2.49860 0.093
H -3.78860 6.43837 1.75087 0.098
H -2.92906 6.21039 3.31382 0.093
H 0.30984 5.73673 0.16412 0.124
H 0.66325 3.55578 -0.78477 0.085
H -1.33450 1.65419 -1.54042 0.151
H -2.68176 0.01983 -2.24308 0.117
H -4.38369 -1.69754 -1.73805 0.132
H -6.88870 -4.09832 -0.15257 0.118
H -9.32141 -3.53667 -0.39349 0.107
H -10.14319 -1.27572 0.27971 0.104
H -8.51608 0.41762 1.15343 0.105
H -6.08910 -0.14160 1.31216 0.115
H -3.45472 -1.32937 2.46610 0.126
H -1.54500 0.15433 1.90101 0.122
H -2.76106 2.04995 1.36844 0.102
H -3.15136 4.24870 2.27468 0.105
```

Properties
charge = +1
energy relative to the best compared isomer or geometry (same formula, charge and spin) = 0.0 kJ/mol
gap between HOMO and LUMO = 6.61 eV
electronic energy = -2269.70187 Ha